A 12-piece molecular cluster, C29H81IN25O11 overall at a distorted geometry, computed with ωB97M-V with the def2-TZVPD basis set.

Each line ends with the Mulliken charge.
Geometry (Å):
C 4.0920 0.0785 2.6173  0.00
C 3.6687 1.2016 1.8644  -0.50
C 4.0172 1.3823 0.3489  -0.01
N 3.0280 2.1991 -0.3685  -0.40
C 1.8485 1.4515 -0.6342  -0.23
N 1.8285 0.0319 -0.6533  0.69
C 2.5362 -0.5649 -1.8120  -0.27
C 1.8761 -1.9863 -2.0263  -0.61
C 2.0385 -2.8495 -0.7028  -0.94
C 3.5449 -3.2543 -0.4323  -0.10
C 3.8098 -3.3370 1.1157  0.03
C 5.3570 -3.6382 1.2921  -1.30
C 6.2255 -2.3328 1.0076  0.71
C 7.2919 -2.7257 -0.0964  -0.76
C 8.1991 -1.4914 -0.4772  -0.95
C 7.4182 -0.5045 -1.4374  0.48
C 8.4624 0.4322 -2.1870  -1.27
N 0.7662 2.1522 -0.8741  0.05
C -0.5633 1.5829 -1.1562  -1.15
I -0.7089 0.5530 -3.0787  0.11
C -1.1216 0.6942 0.0319  0.12
C -2.6665 0.9881 0.2773  -0.99
H 5.1638 -0.1400 2.8486  0.31
H 3.3361 -0.6350 3.0687  -0.09
H 3.0999 1.9873 2.4132  0.39
H 4.2122 0.3762 -0.0838  -0.45
H 5.0000 1.9379 0.2865  0.49
H 3.3840 2.6077 -1.2327  0.36
H 2.1792 -0.3434 0.2302  0.08
H 3.6236 -0.7879 -1.6172  -0.33
H 2.5213 0.0646 -2.7367  0.48
H 2.3052 -2.5083 -2.9245  0.39
H 0.7796 -1.9023 -2.2117  0.21
H 1.5687 -2.3511 0.1830  0.24
H 1.4722 -3.7987 -0.9028  0.50
H 4.2632 -2.5041 -0.8460  -0.17
H 3.7093 -4.2266 -0.9687  0.45
H 3.2148 -4.1427 1.6018  0.34
H 3.6246 -2.3199 1.5615  -0.24
H 5.6218 -4.4232 0.5444  0.49
H 5.5953 -3.9600 2.3397  0.35
H 5.5931 -1.4936 0.6000  -0.94
H 6.7266 -1.9446 1.9292  0.70
H 7.8739 -3.5914 0.3162  0.42
H 6.7684 -3.0924 -1.0143  0.28
H 9.1539 -1.8213 -0.9666  0.36
H 8.4019 -0.9379 0.4799  0.33
H 6.8422 -1.0767 -2.2069  0.29
H 6.7636 0.1445 -0.7976  -0.32
H 7.9915 1.4317 -2.3479  0.31
H 8.7578 0.0360 -3.1867  0.29
H 9.3795 0.5921 -1.5595  0.32
H 0.8383 3.1705 -0.8440  0.38
H -1.2746 2.4443 -1.2469  0.90
H -1.0561 -0.3977 -0.1890  0.15
H -0.5817 0.8940 0.9871  0.22
H -2.8061 1.5534 1.2392  0.30
H -3.1152 1.6445 -0.5140  0.14
H -3.2799 0.0517 0.2771  0.25
C -6.2438 0.8119 -1.7024  0.46
O -5.5998 0.4429 -0.7243  -0.66
N -5.6682 1.0712 -2.9045  -0.21
N -7.5887 0.9952 -1.6692  -0.18
H -6.1794 1.3740 -3.7166  0.19
H -4.6743 0.9492 -2.9728  0.13
H -8.0560 0.8152 -0.7983  0.17
H -8.1301 1.2994 -2.4598  0.02
C -3.8542 -0.2241 4.4974  0.61
O -3.9062 -0.1228 5.7166  -0.75
N -2.8541 -0.8966 3.8693  -0.30
N -4.7801 0.3207 3.6706  -0.22
H -2.7872 -0.9938 2.8735  0.12
H -2.1483 -1.3157 4.4481  0.16
H -5.5384 0.8262 4.0964  0.22
H -4.7470 0.2428 2.6701  0.10
C 2.0294 -1.1169 5.7221  0.57
O 3.0235 -1.4300 5.0727  -0.71
N 1.7834 -1.6124 6.9641  -0.51
N 1.0911 -0.2486 5.2557  -0.27
H 0.9792 -1.3689 7.5139  0.21
H 2.4562 -2.2559 7.3431  0.45
H 1.2393 0.1393 4.3422  0.12
H 0.2730 0.0206 5.7719  0.17
C 9.9895 2.3407 -5.3381  0.71
O 8.9574 1.7429 -5.0651  -0.65
N 11.2214 1.8443 -5.0495  -0.37
N 9.9882 3.5549 -5.9559  -0.48
H 12.0788 2.3174 -5.2650  0.17
H 11.2601 0.9502 -4.5943  0.21
H 9.0939 3.9512 -6.1836  0.23
H 10.8201 4.0646 -6.1902  0.16
C -7.3188 -2.1373 5.9663  0.65
O -7.7030 -1.0260 6.2999  -0.64
N -8.1726 -3.1853 5.7947  -0.39
N -6.0073 -2.4197 5.7384  -0.25
H -7.8804 -4.1043 5.5220  0.16
H -9.1484 -3.0121 5.9549  0.23
H -5.3475 -1.6663 5.8567  0.14
H -5.6712 -3.3232 5.4636  0.15
C -7.3453 4.8866 -1.9504  0.67
O -8.3906 4.2874 -1.7398  -0.75
N -6.1312 4.3268 -1.7039  -0.29
N -7.3126 6.1494 -2.4462  -0.39
H -5.2573 4.7887 -1.8655  0.13
H -6.1299 3.3904 -1.3377  0.17
H -8.1950 6.5882 -2.6408  0.23
H -6.4675 6.6563 -2.6267  0.15
C 1.3384 -4.4306 5.1011  0.34
O 0.7918 -5.4631 4.7465  -0.70
N 2.3249 -3.8366 4.3751  -0.15
N 1.0078 -3.7833 6.2538  -0.40
H 2.7875 -2.9868 4.6486  0.38
H 2.5967 -4.2845 3.5209  0.13
H 0.2838 -4.1919 6.8169  0.16
H 1.4454 -2.9346 6.5629  0.34
C 9.2452 2.2731 -10.1115  0.59
O 10.2786 2.6564 -10.6364  -0.63
N 8.2179 1.7336 -10.8250  -0.38
N 9.0342 2.3532 -8.7684  -0.26
H 7.3618 1.4125 -10.4151  0.16
H 8.3400 1.6594 -11.8187  0.22
H 9.7731 2.7463 -8.2117  0.16
H 8.1949 2.0451 -8.3143  0.16
C -9.1569 -0.4852 -5.6187  0.76
O -8.0960 -0.0975 -6.0837  -0.66
N -10.1913 -0.9013 -6.3989  -0.42
N -9.3898 -0.5328 -4.2776  -0.34
H -11.0689 -1.2231 -6.0376  0.16
H -10.0525 -0.8791 -7.3931  0.23
H -8.6449 -0.2316 -3.6771  0.15
H -10.2494 -0.8463 -3.8684  0.14
C -10.4649 3.1592 -4.3498  0.57
O -9.4053 3.5443 -4.8234  -0.64
N -11.4928 2.7130 -5.1271  -0.40
N -10.7058 3.1425 -3.0107  -0.31
H -12.3696 2.3932 -4.7626  0.15
H -11.3484 2.7116 -6.1208  0.23
H -9.9634 3.4681 -2.4050  0.37
H -11.5665 2.8291 -2.6036  0.15
C -3.1151 -0.2205 9.6624  0.57
O -2.0556 0.1501 9.1717  -0.66
N -4.1734 -0.6183 8.9081  -0.26
N -3.3196 -0.2655 11.0089  -0.39
H -5.0472 -0.9263 9.2910  0.16
H -4.0596 -0.5972 7.9095  0.22
H -2.5591 0.0213 11.5976  0.23
H -4.1767 -0.5648 11.4331  0.16

Properties
**Orbital gap**: 6.8 eV
**Total charge**: +1
**F_max**: 3.72 eV/Å
**E_LUMO**: -3.83 eV



C20H22CoN4O4S2 as an isolated structure at a distorted geometry, computed with ωB97M-V with the def2-TZVPD basis set.

Each line ends with the natural charge from an NBO analysis.
Geometry (Å):
Co -0.3754 -0.0725 -0.9103  1.13
C -5.3494 3.8481 2.0369  -0.63
C -4.5853 2.6179 1.6599  0.03
C -4.0701 2.4519 0.3797  -0.23
C -3.3959 1.2941 0.0299  -0.09
C -3.2321 0.2962 0.9694  -0.38
C -3.7226 0.4465 2.2540  -0.16
C -4.4003 1.6009 2.5931  -0.21
S -2.2487 -1.1500 0.5997  2.28
O -2.2156 -1.3513 -0.8633  -1.03
O -2.7650 -2.2759 1.3393  -0.95
N -0.7040 -0.8754 0.9458  -0.94
C -0.3930 -0.0051 2.0208  -0.37
C -0.4131 1.4859 1.4803  0.78
O -0.4785 2.3947 2.2768  -0.67
O -0.3661 1.5547 0.2176  -0.83
H -5.3180 4.5955 1.2495  0.21
H -4.9443 4.2821 2.9473  0.23
H -6.3897 3.5890 2.2269  0.22
H -4.1893 3.2303 -0.3599  0.21
H -3.0002 1.1649 -0.9666  0.20
H -3.5813 -0.3538 2.9644  0.24
H -4.7811 1.7244 3.5955  0.21
H 0.6308 -0.1959 2.3603  0.22
H -1.0832 -0.0969 2.8645  0.21
N -0.6284 0.5288 -2.6739  -0.42
C -1.4992 1.1687 -3.1114  0.45
C -2.5672 1.9322 -3.5884  -0.24
C -2.3937 3.2905 -3.8924  -0.12
C -3.4745 4.0438 -4.3031  -0.24
C -4.7306 3.4620 -4.4134  -0.10
C -4.9053 2.1144 -4.1241  -0.24
C -3.8362 1.3441 -3.7181  -0.12
H -1.4179 3.7354 -3.7789  0.24
H -3.3411 5.0921 -4.5325  0.23
H -5.5775 4.0617 -4.7135  0.21
H -5.8841 1.6666 -4.2122  0.23
H -3.9618 0.2997 -3.4756  0.24
S 1.7619 -1.1787 -0.9739  -0.28
C 1.2531 -2.5766 -0.1514  0.38
N 0.1445 -3.2097 -0.5259  -0.59
C -0.3898 -4.3422 0.2017  -0.23
C 0.7733 -5.1699 0.7344  -0.42
C 1.6665 -4.2645 1.5752  -0.22
N 2.0455 -3.1125 0.7813  -0.59
H -0.5160 -2.6744 -1.0829  0.44
H -1.0027 -4.9201 -0.4918  0.21
H -1.0347 -3.9932 1.0163  0.23
H 1.3525 -5.5702 -0.0992  0.21
H 0.4009 -5.9988 1.3326  0.23
H 2.5732 -4.7884 1.8861  0.21
H 1.1271 -3.9433 2.4748  0.20
H 2.8807 -2.6024 1.0230  0.42

Properties
**Relative energy (zero: lowest compared OMol25 entry of this formula, charge and spin)**: 0.958 eV
**Orbital gap (spin up / spin down)**: 6.9 / 7.0 eV
**2S+1**: 2
**<S²>**: 0.78
**F_max**: 3.18 eV/Å
**E_LUMO (spin up / spin down)**: -0.84 / -0.75 eV



C6H15BCdF4NO4S as an isolated structure at a distorted geometry, computed with ωB97M-V with the def2-TZVPD basis set.

Each line ends with the natural charge from an NBO analysis.
Geometry (Å):
Cd -1.3471 1.8516 -1.0804  0.78
S -4.8143 -0.2162 -2.2755  2.56
O -4.4760 0.4083 -1.0630  -0.86
O -6.1103 0.1927 -2.8288  -0.87
O -3.5808 0.1154 -2.9717  -0.77
O -4.9823 -1.6245 -2.2013  -0.88
B -0.3291 5.5144 -0.7996  1.32
F 0.2400 4.6197 -1.7022  -0.59
F -0.9909 4.8145 0.1995  -0.59
F 0.6107 6.2277 -0.1814  -0.55
F -1.2254 6.2735 -1.5555  -0.57
C 1.2176 -3.2017 0.8542  -0.64
C 0.4372 -2.0019 0.3477  -0.25
N 0.9762 -0.6274 0.6148  -0.44
C 2.2522 -0.4505 -0.1166  -0.22
C 2.1871 -0.8359 -1.5920  -0.62
C 1.1717 -0.3601 2.0347  -0.21
C -0.0853 -0.5945 2.9055  -0.62
H 1.5415 -3.1118 1.8911  0.20
H 2.1299 -3.2437 0.2591  0.19
H 0.7472 -4.1765 0.7258  0.22
H 0.1190 -2.0649 -0.6929  0.22
H -0.5560 -2.1609 0.7676  0.21
H 2.5256 0.5966 0.0136  0.20
H 3.0694 -1.0402 0.2987  0.16
H 1.4613 -0.1974 -2.0956  0.21
H 3.1432 -0.5069 -1.9991  0.21
H 2.1097 -1.9008 -1.8111  0.21
H 1.5972 0.6304 2.1959  0.20
H 1.9497 -1.0624 2.3340  0.16
H -0.1566 -1.6585 3.1316  0.21
H -0.9996 -0.1163 2.5541  0.22
H 0.1678 -0.0919 3.8390  0.21

Properties
**Relative energy (zero: lowest compared OMol25 entry of this formula, charge and spin)**: 7.091 eV
**Orbital gap**: 3.5 eV
**Total charge**: -1
**F_max**: 4.97 eV/Å
**E_LUMO**: -2.20 eV



A 2-piece molecular cluster, C6H14N2O2 overall at a distorted geometry, computed with ωB97M-V with the def2-TZVPD basis set.

Each line ends with the natural charge from an NBO analysis.
Geometry (Å):
C -0.9748 -2.6929 0.3462  -0.73
C 0.0846 -0.4627 -2.4541  -0.42
C -0.2024 -2.2307 -0.8259  0.68
O 0.3740 -2.9775 -1.5668  -0.52
N -0.1758 -0.8300 -1.0565  -0.69
H -0.7103 -3.6859 0.6686  0.27
H -1.0229 -0.3938 -0.7133  0.37
H -0.0414 0.6087 -2.5848  0.20
H -0.9603 -2.0271 1.1941  0.21
H -2.0569 -2.6965 0.1558  0.26
H 1.0979 -0.7319 -2.7473  0.23
H -0.5966 -0.9794 -3.1333  0.22
C 1.9902 0.6555 1.6623  -0.47
C -1.1394 2.5001 0.4340  -0.73
C 0.1902 2.2488 1.0607  0.61
O 0.8146 3.1373 1.6113  -0.35
N 0.7058 0.9518 1.0895  -0.21
H 0.3577 0.2320 0.4140  0.45
H 2.4422 1.4954 2.1738  0.28
H -1.8044 2.8089 1.2460  0.28
H 1.7714 -0.1322 2.4009  0.28
H 2.5897 0.1795 0.8922  0.28
H -1.0785 3.3566 -0.2314  0.29
H -1.6547 1.6662 -0.0361  0.23

Properties
**Relative energy (zero: lowest compared OMol25 entry of this formula, charge and spin)**: 1.100 eV
**Orbital gap (spin up / spin down)**: 10.3 / 5.0 eV
**Total charge**: +1
**2S+1**: 2
**<S²>**: 0.77
**F_max**: 1.50 eV/Å
**E_LUMO (spin up / spin down)**: -3.39 / -8.71 eV



Number 1: E_tot -99262.8891 eV. Number 2: E_tot -94545.1879 eV. Number 3: E_tot -43093.2522 eV. Number 4: E_tot -13515.6600 eV.